[1]
Entry from OMol25: a molecular structure, C34H38ClN2O5PSSi2Ti (ωB97M-V with the def2-TZVPD basis set).

Geometry as ORCA input:
```
! wB97M-V def2-TZVPD RIJCOSX def2/J DEFGRID3
* xyz -1 2
Ti -1.016 -0.722 1.078
O 2.572 -2.237 5.687
C 3.347 -2.363 4.625
O 4.521 -2.630 4.721
C 2.707 -2.175 3.291
C 3.360 -2.278 2.079
Cl 5.002 -2.534 1.730
N 2.463 -2.057 1.093
N 1.243 -1.818 1.598
C 1.379 -1.872 2.915
C 0.139 -1.606 3.718
O 0.143 -1.732 4.941
O -0.860 -1.295 2.998
C 2.667 -2.119 -0.320
C 3.214 -3.265 -0.878
C 3.409 -3.317 -2.248
C 3.050 -2.236 -3.041
C 2.490 -1.105 -2.468
C 2.294 -1.035 -1.095
H 1.612 -2.051 5.451
H 3.473 -4.102 -0.244
H 3.834 -4.206 -2.696
H 3.195 -2.281 -4.113
H 2.192 -0.273 -3.090
H 1.861 -0.158 -0.624
C -4.887 -0.392 1.649
Si -3.382 0.356 0.720
C -3.539 2.217 1.088
C -3.910 0.169 -1.116
C -5.185 0.575 -1.526
C -5.615 0.428 -2.837
C -4.760 -0.133 -3.778
C -3.487 -0.526 -3.392
C -3.039 -0.384 -2.073
Si -1.218 -0.762 -1.620
C -0.748 -2.252 -2.745
C -0.388 0.767 -2.423
H -5.800 0.171 1.428
H -4.737 -0.365 2.732
H -5.076 -1.429 1.363
H -4.525 2.608 0.815
H -2.780 2.773 0.532
H -3.374 2.415 2.150
H -5.866 1.013 -0.801
H -6.610 0.749 -3.126
H -5.082 -0.255 -4.806
H -2.822 -0.952 -4.140
H -0.523 -1.921 -3.765
H -1.561 -2.979 -2.822
H 0.136 -2.782 -2.379
H -0.407 0.705 -3.517
H 0.632 0.963 -2.093
H -0.981 1.638 -2.128
C -1.050 -4.406 0.582
P -2.245 -3.041 0.839
C -3.082 -3.611 2.363
C -3.496 -3.397 -0.439
H -1.540 -5.383 0.565
H -0.313 -4.386 1.387
H -0.526 -4.248 -0.362
H -3.436 -4.639 2.265
H -3.924 -2.958 2.587
H -2.378 -3.542 3.193
H -3.805 -4.444 -0.396
H -3.096 -3.172 -1.425
H -4.363 -2.753 -0.292
C 6.420 7.580 -0.841
C 5.169 6.740 -0.910
O 4.970 5.900 -1.740
S 4.003 7.154 0.391
C 3.043 5.669 0.502
C 2.135 5.315 -0.490
C 1.393 4.154 -0.364
C 1.531 3.332 0.761
C 2.440 3.709 1.756
C 3.191 4.863 1.626
C 0.762 2.133 0.881
C 0.119 1.097 0.954
H 6.991 7.458 -1.758
H 7.010 7.256 0.017
H 6.168 8.630 -0.683
H 2.017 5.947 -1.359
H 0.690 3.869 -1.135
H 2.551 3.081 2.630
H 3.899 5.143 2.396
*
```

- <S²> = 0.759
- relative energy (zero: lowest compared OMol25 entry of this formula, charge and spin) (kJ/mol) = 4.7
- total energy (eV) = -120613.45530
- Kohn-Sham gap (alpha / beta) (eV) = 6.64 / 6.55

[2]
Entry from OMol25: a molecular structure, C34H38F5N4O4PS6SeTi at a distorted geometry (ωB97M-V with the def2-TZVPD basis set).

Geometry as ORCA input:
```
! wB97M-V def2-TZVPD RIJCOSX def2/J DEFGRID3
* xyz 1 2
Ti 0.317 -0.227 0.292
N 2.697 0.083 2.957
C 1.604 -0.657 3.217
N 0.654 -0.889 2.334
C -0.349 -1.685 2.890
C -0.182 -1.998 4.182
S 1.295 -1.326 4.766
C -1.327 -2.204 1.943
C -2.257 -3.135 2.175
S -2.922 -3.677 0.693
C -1.886 -2.611 -0.173
N -1.123 -1.845 0.599
N -1.900 -2.626 -1.504
H 2.910 0.230 1.981
H 3.444 0.117 3.627
H -0.806 -2.610 4.813
H -2.575 -3.549 3.119
H -2.376 -3.366 -1.989
H -1.189 -2.125 -2.009
O 2.396 -0.033 0.063
S 3.642 -0.569 -0.701
C 4.639 0.953 -0.713
C 3.836 2.225 -1.004
C 3.307 2.934 0.251
C 2.153 3.877 -0.103
S 0.532 3.263 0.400
O 0.683 1.744 0.268
C 0.663 3.649 2.132
C 0.601 2.658 3.091
C 0.583 3.019 4.433
C 0.597 4.358 4.796
C 0.631 5.347 3.818
C 0.661 4.997 2.479
C 3.210 -0.576 -2.424
C 2.005 -0.073 -2.881
C 1.701 -0.168 -4.230
C 2.599 -0.766 -5.103
C 3.807 -1.265 -4.630
C 4.118 -1.178 -3.281
H 5.398 0.739 -1.468
H 5.135 1.000 0.262
H 3.001 1.972 -1.656
H 4.462 2.926 -1.560
H 4.116 3.492 0.725
H 2.956 2.208 0.982
H 2.083 4.057 -1.177
H 2.210 4.845 0.394
H 0.519 1.625 2.795
H 0.531 2.248 5.194
H 0.557 4.637 5.842
H 0.611 6.392 4.097
H 0.652 5.772 1.720
H 1.298 0.395 -2.212
H 0.761 0.227 -4.594
H 2.356 -0.846 -6.155
H 4.504 -1.737 -5.310
H 5.042 -1.603 -2.901
F 2.213 -8.403 1.403
C 2.068 -7.160 0.951
C 0.909 -6.787 0.304
F -0.065 -7.681 0.123
C 0.766 -5.489 -0.149
F -0.391 -5.189 -0.762
C 1.754 -4.531 0.013
Se 1.601 -2.781 -0.686
C 2.910 -4.943 0.661
F 3.926 -4.094 0.865
C 3.075 -6.233 1.128
F 4.199 -6.589 1.751
C -5.222 -0.996 -1.213
C -5.030 -0.020 -0.072
C -4.419 -0.660 1.153
O -4.269 1.085 -0.610
P -2.852 1.730 -0.369
S -2.417 2.137 1.471
S -1.508 0.522 -1.324
O -2.987 3.043 -1.237
C -3.676 3.306 -2.502
C -3.465 2.224 -3.540
C -5.137 3.584 -2.224
H -5.863 -1.824 -0.907
H -4.251 -1.389 -1.526
H -5.681 -0.499 -2.069
H -5.989 0.422 0.196
H -3.419 -1.038 0.939
H -5.055 -1.499 1.441
H -4.346 0.036 1.987
H -3.195 4.222 -2.836
H -3.918 1.282 -3.223
H -2.405 2.051 -3.727
H -3.938 2.537 -4.473
H -5.661 2.674 -1.935
H -5.603 3.983 -3.128
H -5.244 4.320 -1.427
*
```

- <S²> = 0.756
- relative energy (zero: lowest compared OMol25 entry of this formula, charge and spin) (kJ/mol) = 71.5
- total energy (eV) = -226373.34968
- Kohn-Sham gap (alpha / beta) (eV) = 6.82 / 7.16

[3]
Entry from OMol25: a molecular structure, C34H38Ge2N2O2SiW at a distorted geometry (ωB97M-V with the def2-TZVPD basis set).

Geometry as ORCA input:
```
! wB97M-V def2-TZVPD RIJCOSX def2/J DEFGRID3
* xyz 3 2
W 0.618 -0.209 -0.166
O 2.395 0.247 0.011
C 3.538 0.094 0.727
C 4.696 0.741 0.345
C 5.834 0.540 1.114
C 5.816 -0.285 2.243
C 4.654 -0.927 2.609
C 3.486 -0.745 1.846
C 2.295 -1.437 2.170
N 1.157 -1.364 1.517
N 0.194 -2.233 2.010
C -0.726 -2.407 1.121
O -0.616 -1.734 -0.027
C -1.878 -3.273 1.328
C -2.637 -3.686 0.230
C -3.712 -4.533 0.424
C -4.037 -4.959 1.708
C -3.280 -4.549 2.801
C -2.194 -3.714 2.615
H 4.715 1.364 -0.539
H 6.757 1.028 0.827
H 6.719 -0.425 2.821
H 4.629 -1.580 3.473
H 2.293 -2.125 3.010
H -2.366 -3.360 -0.766
H -4.292 -4.876 -0.422
H -4.878 -5.623 1.856
H -3.533 -4.893 3.794
H -1.588 -3.405 3.457
C 2.293 3.357 1.201
Ge 0.814 2.845 0.061
C 1.386 2.554 -1.788
C -0.755 3.994 0.011
Ge -0.817 1.176 1.714
C -2.129 0.628 0.418
C -3.252 -0.128 0.771
C -4.051 -0.683 -0.217
C -3.709 -0.556 -1.563
C -2.573 0.139 -1.929
C -1.780 0.737 -0.945
C -1.374 2.432 2.995
C -0.429 3.147 3.750
C -0.864 4.142 4.602
C -2.230 4.390 4.733
C -3.167 3.654 4.014
C -2.751 2.663 3.145
H 2.016 4.239 1.777
H 3.137 3.604 0.557
H 2.600 2.568 1.886
H 1.782 3.556 -2.008
H 0.578 2.371 -2.491
H 2.196 1.848 -1.934
H -0.343 4.950 -0.331
H -1.224 4.153 0.977
H -1.486 3.650 -0.716
H -3.503 -0.294 1.812
H -4.941 -1.232 0.061
H -4.341 -1.000 -2.321
H -2.309 0.252 -2.973
H -1.035 1.449 -1.298
H 0.629 2.926 3.674
H -0.151 4.716 5.178
H -2.569 5.162 5.411
H -4.223 3.855 4.134
H -3.480 2.108 2.570
C 0.979 -0.100 -6.053
Si 1.186 -1.647 -5.052
C -0.130 -2.919 -5.336
C 2.912 -2.318 -5.042
C 0.895 -1.067 -3.243
C 0.707 -0.693 -2.085
H 1.155 -0.331 -7.107
H 1.698 0.669 -5.765
H -0.029 0.309 -5.976
H -0.040 -3.310 -6.352
H -1.129 -2.492 -5.236
H -0.032 -3.761 -4.649
H 3.176 -2.638 -6.053
H 3.009 -3.185 -4.388
H 3.635 -1.559 -4.739
*
```

- <S²> = 0.769
- relative energy (zero: lowest compared OMol25 entry of this formula, charge and spin) (kJ/mol) = 167.1
- total energy (eV) = -165656.21803
- Kohn-Sham gap (alpha / beta) (eV) = 5.41 / 4.40